No. 1
DFT (ωB97M-V/def2-TZVPD) results for a 5-piece molecular cluster, C29H45F12IN2O11P overall.

Structure (ORCA input):
```
! RIJCOSX wB97M-V def2-TZVPD def2/J DEFGRID3
* xyz 1 1
H -0.011 -0.488 3.344
C -1.338 4.211 -5.745
F -5.019 5.886 -5.606
P 4.715 -0.858 1.700
C -5.016 4.559 -5.729
H -1.342 4.640 -7.861
H 5.517 1.440 3.148
C -0.540 -4.085 -3.212
O 1.760 -5.507 -1.589
H -5.564 1.002 -7.091
H 4.049 2.325 2.900
C 1.885 1.707 9.508
F -5.114 -2.098 -1.719
C -5.796 0.380 -5.052
C -0.343 1.744 6.561
C -1.095 -0.440 1.508
C 0.929 -1.380 1.709
H -0.367 -3.827 -4.257
C -3.638 4.033 -6.165
H 0.244 -3.602 -2.624
F 3.139 -6.367 -4.576
N -0.033 -0.743 2.369
O 5.419 -0.819 0.283
H 2.957 1.833 9.376
C -4.558 -2.364 -2.909
H -2.804 1.590 3.493
H -0.857 5.994 -6.849
O 4.006 0.543 1.953
H 0.521 0.348 10.484
H -0.790 -0.238 -1.693
H -1.579 3.620 2.308
H 4.609 0.965 5.201
C -0.784 4.913 -6.966
O -3.491 3.177 -6.986
O 5.591 -1.299 2.788
O -2.688 4.634 -5.469
H 5.528 1.714 0.105
H -1.302 3.128 -5.853
H 2.034 -2.656 3.019
O 0.739 -6.127 -3.495
F -5.347 4.027 -4.540
H 0.260 4.643 -7.114
C 3.879 0.842 4.411
C 3.374 -2.035 1.402
H -1.963 2.736 0.838
H 3.607 -0.208 4.409
H -0.764 4.476 -4.860
C 6.687 -0.134 0.224
H 7.174 -0.458 -0.686
C -2.341 0.289 1.855
F 0.120 2.781 5.849
H 7.091 1.800 -0.688
H -1.290 -1.894 -1.533
C 2.193 -1.803 2.369
C -0.720 -0.929 0.290
C 1.767 -6.020 -2.671
H -5.218 1.189 -4.609
C -5.390 0.115 -6.484
H 3.799 -3.024 1.511
F -5.950 4.215 -6.609
O -5.676 -0.816 -4.244
H -1.096 1.561 3.169
C -1.347 -0.925 -1.056
F -5.274 -3.325 -3.485
H -0.639 -5.847 -1.963
H 2.461 -0.955 2.992
O 1.343 1.584 8.173
H 1.501 2.608 9.983
H 2.992 1.413 4.674
F 0.157 0.624 6.005
H 7.006 1.815 1.065
H -5.964 -0.715 -6.896
H 2.074 0.547 11.305
C -0.501 -5.582 -3.010
H 1.959 -0.421 9.824
O -0.693 2.229 8.892
H -1.502 -3.677 -2.904
H -4.335 -0.149 -6.555
H 7.331 -0.425 1.046
H -2.362 -0.556 -1.020
F -1.661 1.709 6.419
C 6.563 1.395 0.167
H -6.845 0.661 -5.000
O -3.474 -0.466 -3.917
H -1.287 -6.070 -3.581
C 1.592 0.472 10.331
I -4.196 3.659 1.979
F 4.107 -6.315 -2.645
H -3.062 -0.341 2.364
H 1.103 -1.958 -0.265
C 0.061 1.877 8.039
C -2.074 1.565 2.691
H -2.767 0.611 0.912
C 3.007 -6.692 -3.288
F -3.327 -2.848 -2.681
F 2.895 -8.020 -3.197
N 0.545 -1.511 0.442
C -2.212 2.852 1.887
C -4.485 -1.092 -3.769
H 3.098 -1.902 0.358
C 4.441 1.331 3.085
*
```

Output
Orbital gap, eV: 9.40
HOMO energy, Ha: -0.4284
Total energy, eV: -106303.821
Max |F|, eV/A: 1.27


No. 2
DFT (ωB97M-V/def2-TZVPD) results for a 2-piece molecular cluster, C4H6N2 overall.

Structure (ORCA input):
```
! RIJCOSX wB97M-V def2-TZVPD def2/J DEFGRID3
* xyz 0 1
N -0.787 0.482 -1.816
C -1.477 1.146 0.527
H 1.444 0.688 -0.069
H -0.886 1.843 1.108
H 2.413 -0.504 0.948
C 0.664 -1.393 -0.056
C -1.163 0.868 -0.711
H -0.116 -0.292 -1.667
H 0.435 -2.251 -0.672
N 0.238 -0.869 1.004
H -2.266 0.584 1.012
C 1.502 -0.301 0.392
*
```

Output
Orbital gap, eV: 10.27
HOMO energy, Ha: -0.3370
Total energy, eV: -7221.329
SMILES string: C1=NC1.C=C=N
Max |F|, eV/A: 0.69
Relative energy (zero: lowest compared OMol25 entry of this formula, charge and spin), kJ/mol: 411.21


No. 3
DFT (ωB97M-V/def2-TZVPD) results for C21H28ErN3O2 as an isolated structure.

Structure (ORCA input):
```
! RIJCOSX wB97M-V def2-TZVPD def2/J DEFGRID3
* xyz 0 4
H 0.806 1.146 -7.655
C -0.130 -0.450 -0.205
C 1.093 -1.675 4.617
H -1.887 2.482 3.046
H 1.504 1.445 -1.405
H 0.469 -2.800 1.527
H 0.724 -1.112 -0.387
O 0.467 0.177 -4.894
C -0.959 -1.355 -6.174
N 0.932 1.309 4.836
N 1.379 1.694 7.209
H -2.682 -1.776 2.504
C 0.293 -2.428 3.719
H -2.081 -1.360 5.107
C 0.262 -0.459 -6.189
H 2.929 -0.415 4.230
C 1.976 -1.447 2.499
H -1.853 -0.807 -5.855
Er 0.102 0.107 3.120
C -0.414 0.477 -1.373
H 2.375 -0.552 -6.703
C 1.110 1.444 6.010
H 0.165 2.590 -1.629
N -0.042 1.320 9.211
H 1.323 -1.601 -7.671
H -0.543 -3.061 3.995
C -2.345 0.420 2.290
C -2.025 1.424 3.252
H -0.971 1.042 -7.297
C -2.371 -0.834 2.950
H -1.695 1.261 5.472
C 1.495 -1.203 -6.664
H 2.617 -1.159 1.671
C 0.822 -2.281 2.414
H -0.591 2.000 -5.124
H -0.792 -2.198 -5.495
C 0.480 1.688 -1.103
H -0.423 2.448 0.726
C -2.082 -0.611 4.323
C 2.155 -1.085 3.866
H -2.647 0.593 1.258
H -0.233 0.017 -2.346
H 0.912 -1.607 5.686
C 0.438 1.844 0.409
C 0.040 0.890 -6.924
H 1.192 2.089 -5.475
H -1.141 -1.758 -7.176
C -1.891 0.780 4.516
O 0.244 0.457 0.932
H 1.701 -2.050 -6.002
H -1.466 0.784 -1.320
H 1.350 2.255 0.858
H -0.985 -1.064 0.104
C 0.282 1.479 -5.535
C 0.610 1.487 8.243
*
```

Output
Orbital gap (alpha / beta), eV: 8.05 / 8.07
HOMO energy (alpha / beta), Ha: -0.2953 / -0.2962
Total energy, eV: -58417.544
<S²>: 3.753
Max |F|, eV/A: 3.19
Relative energy (zero: lowest compared OMol25 entry of this formula, charge and spin), kJ/mol: 0.00


No. 4
DFT (ωB97M-V/def2-TZVPD) results for one molecule with the formula C2H5OP.

Structure (ORCA input):
```
! RIJCOSX wB97M-V def2-TZVPD def2/J DEFGRID3
* xyz 0 1
H -0.104 1.031 -2.266
H -0.980 1.055 0.306
H 0.693 1.234 0.961
H 0.064 -0.960 -1.583
P 0.867 0.284 -1.333
H 0.501 -1.495 0.620
C -0.170 -0.822 1.087
C 0.062 0.798 0.290
O -0.931 -1.126 1.919
*
```

Output
Orbital gap, eV: 10.43
HOMO energy, Ha: -0.3494
Total energy, eV: -13488.901
SMILES string: O=CCP
Max |F|, eV/A: 5.90
Relative energy (zero: lowest compared OMol25 entry of this formula, charge and spin), kJ/mol: 190.45